This record from the Open Molecules 2025 dataset describes C25H23ClOPPb as an isolated structure. The level of theory is ωB97M-V with the def2-TZVPD basis set.

The geometry in XYZ format:
```
52
Properties=species:S:1:pos:R:3:forces:R:3:nbo_charge:R:1
C -0.968 -1.674 3.569 0.4 -0.3 -0.1 -0.362
C -0.816 -2.369 2.327 0.3 0.7 0.2 -0.330
C 0.585 -2.544 2.072 -0.4 0.2 0.3 -0.348
H -1.636 -2.580 1.632 0.4 -0.1 0.5 0.234
C 1.313 -1.999 3.177 -0.1 0.6 -0.7 -0.293
C 0.353 -1.468 4.118 -0.7 0.8 -0.4 -0.346
H 0.582 -0.971 5.071 -0.1 -0.4 -0.5 0.251
H -1.912 -1.284 3.992 0.7 -0.6 -0.2 0.239
H 1.036 -2.972 1.169 -0.2 0.1 0.5 0.241
H 2.408 -1.933 3.277 -0.8 -0.2 0.0 0.258
Pb 0.241 0.247 2.110 2.2 -1.8 0.0 1.268
Cl 2.544 1.358 2.346 -0.7 -0.1 0.0 -0.530
P 0.207 0.069 -0.549 0.1 0.1 2.6 1.122
C 1.476 -1.024 -1.112 0.0 0.1 -0.6 -0.436
C 1.129 -1.729 -2.278 0.6 0.1 0.5 -0.191
H 0.102 -1.674 -2.663 0.6 -0.1 0.0 0.237
C 2.132 -2.454 -2.902 0.1 -0.2 0.0 -0.207
H 1.871 -2.996 -3.806 0.3 0.0 0.1 0.234
C 3.431 -2.470 -2.375 -0.2 0.1 0.0 -0.170
H 4.203 -3.049 -2.886 -0.2 0.2 0.2 0.234
C 3.753 -1.753 -1.210 -0.1 -0.1 -0.1 -0.141
H 4.768 -1.762 -0.811 -0.3 -0.1 -0.2 0.229
C 2.776 -1.017 -0.550 -0.7 -0.1 -0.5 -0.195
H 2.995 -0.433 0.356 -0.1 -0.3 -0.5 0.254
C -1.444 -0.420 -1.000 0.1 0.0 -0.4 -0.427
C -1.858 -1.766 -0.866 0.0 0.7 -0.3 -0.212
H -1.191 -2.527 -0.431 -0.4 0.5 -0.4 0.237
C -3.134 -2.087 -1.318 0.0 0.2 0.0 -0.144
H -3.468 -3.122 -1.247 -0.1 0.3 -0.1 0.227
C -3.959 -1.092 -1.869 0.1 0.2 0.0 -0.187
H -4.954 -1.353 -2.234 0.3 0.0 0.1 0.235
C -3.531 0.242 -1.958 -0.2 -0.1 0.2 -0.196
H -4.158 1.026 -2.378 -0.1 -0.3 0.1 0.234
C -2.272 0.601 -1.502 0.3 -0.7 0.0 -0.175
H -1.892 1.630 -1.544 -0.4 -0.5 -0.1 0.235
C 0.547 1.778 -0.946 -0.1 -0.4 -0.5 -0.430
C 1.074 1.862 -2.246 -0.3 0.6 0.7 -0.178
H 1.305 0.935 -2.790 -0.1 0.7 0.1 0.235
C 1.264 3.128 -2.774 0.1 0.1 0.0 -0.188
H 1.658 3.188 -3.783 0.0 0.4 0.1 0.235
C 0.952 4.263 -2.010 0.0 -0.2 -0.1 -0.165
H 1.112 5.248 -2.451 -0.1 -0.3 0.2 0.238
C 0.444 4.154 -0.706 0.0 -0.1 0.0 -0.214
H 0.206 5.043 -0.120 0.1 -0.2 -0.3 0.235
C 0.226 2.898 -0.145 0.3 -0.6 -0.7 -0.109
H -0.167 2.781 0.881 0.2 0.2 -0.8 0.189
C -1.339 2.228 3.611 -1.0 1.2 0.6 -0.766
C -1.657 1.392 2.464 -1.5 -1.7 -2.5 0.437
O -2.532 1.154 1.656 2.1 1.3 2.8 -0.439
H -0.396 2.805 3.425 -0.8 -0.4 0.1 0.284
H -1.191 1.617 4.532 -0.2 0.3 -0.7 0.295
H -2.215 2.877 3.675 0.2 0.5 0.8 0.264
```
Positions in Å, forces in eV/Å.

Its LUMO energy (alpha / beta) is -4.6 / -4.6 eV. Its charge is +1. The HOMO energy (alpha / beta) is -10.68 / -10.68 eV. The total energy is -2035.7578 Ha. Its strongest force on any atom is 3.73 eV Å⁻¹.